# 1
The following is a DFT calculation (wB97M-V/def2-TZVPD) of a 2-piece molecular cluster, C3H9N2O overall at a distorted geometry.

Element x y z (Å)
O -1.392 -1.068 0.983
C -0.469 -1.703 0.484
C 0.122 -1.267 -0.811
N 1.591 -1.255 -0.654
H 0.034 -2.566 0.954
H -0.191 -2.020 -1.552
H -0.410 -0.330 -1.161
H 2.090 -1.436 -1.571
H 1.960 -0.405 -0.296
C -0.062 1.825 0.943
N -0.911 2.282 0.104
H 0.039 0.717 1.047
H 0.394 2.489 1.681
H -1.342 3.185 0.230
H -1.455 1.552 -0.382

Values from the calculation:
Multiplicity: 2
Molecular weight: 89.1 g/mol
Gap between HOMO and LUMO (spin up / spin down): 10.86 / 5.57 eV
Total charge: +2
Highest occupied orbital energy (spin up / spin down): -20.57 / -19.41 eV
⟨S²⟩: 0.758
Energy relative to the best compared isomer or geometry (same formula, charge and spin): 53.1 kcal per mole

Partial charges, natural (NBO), in e: number 1, O, carries -0.338; number 2, C, carries 0.419; number 3, C, carries -0.392; number 4, N, carries -0.376; number 5, H, carries 0.250; number 6, H, carries 0.314; number 7, H, carries 0.281; number 8, H, carries 0.455; number 9, H, carries 0.397; number 10, C, carries 0.163; number 11, N, carries -0.562; number 12, H, carries 0.210; number 13, H, carries 0.266; number 14, H, carries 0.475; number 15, H, carries 0.439



# 2
The following is a DFT calculation (wB97M-V/def2-TZVPD) of a 2-piece molecular cluster, C3H9N2O2 overall at a distorted geometry.

Element x y z (Å)
C 1.182 -1.119 0.881
N -0.125 -0.624 1.225
C -1.172 -0.867 0.369
N -2.464 -0.427 0.610
H 1.821 -1.048 1.759
H 1.556 -0.597 -0.003
H 1.153 -2.192 0.651
H -0.295 -0.119 2.078
H -0.981 -1.319 -0.589
H -2.635 0.220 1.369
H -3.031 -0.326 -0.210
O 0.520 0.472 -2.476
C 1.006 1.435 -1.987
O 0.390 2.158 -1.007
H 1.993 1.858 -2.229
H 1.083 2.496 -0.441

Values from the calculation:
Multiplicity: 2
Molecular weight: 105.1 g/mol
Gap between HOMO and LUMO (spin up / spin down): 4.90 / 9.19 eV
Total charge: 0
Highest occupied orbital energy (spin up / spin down): -4.28 / -8.64 eV
⟨S²⟩: 0.753
Energy relative to the best compared isomer or geometry (same formula, charge and spin): 17.3 kcal per mole

Partial charges, natural (NBO), in e: number 1, C, carries -0.399; number 2, N, carries -0.645; number 3, C, carries 0.028; number 4, N, carries -0.845; number 5, H, carries 0.201; number 6, H, carries 0.173; number 7, H, carries 0.184; number 8, H, carries 0.381; number 9, H, carries 0.175; number 10, H, carries 0.367; number 11, H, carries 0.385; number 12, O, carries -0.529; number 13, C, carries 0.643; number 14, O, carries -0.687; number 15, H, carries 0.091; number 16, H, carries 0.481



# 3
The following is a DFT calculation (wB97M-V/def2-TZVPD) of an isolated ion of composition C3H9N2O2 and charge +1 at a distorted geometry.

Element x y z (Å)
C -1.135 -0.627 -1.957
N -0.261 0.293 -1.273
N -0.076 0.107 -0.042
O 0.809 0.759 0.649
C 1.272 1.980 0.021
O -0.647 -0.925 0.621
C -0.178 -1.353 2.001
H -0.361 -1.136 -2.635
H -1.771 0.062 -2.497
H -1.464 -1.498 -1.318
H 1.031 2.702 0.793
H 0.718 2.146 -0.908
H 2.349 1.853 -0.152
H -0.225 -0.584 2.699
H 0.848 -1.633 1.702
H -0.909 -2.147 2.296

Values from the calculation:
Multiplicity: 1
Molecular weight: 105.1 g/mol
Gap between HOMO and LUMO: 10.87 eV
Structure (SMILES): CN=[N+](OC)OC
Total charge: +1
Highest occupied orbital energy: -15.56 eV
Energy relative to the best compared isomer or geometry (same formula, charge and spin): 169.0 kcal per mole

Partial charges, natural (NBO), in e: number 1, C, carries -0.489; number 2, N, carries -0.094; number 3, N, carries 0.535; number 4, O, carries -0.273; number 5, C, carries -0.288; number 6, O, carries -0.325; number 7, C, carries -0.238; number 8, H, carries 0.263; number 9, H, carries 0.267; number 10, H, carries 0.253; number 11, H, carries 0.230; number 12, H, carries 0.240; number 13, H, carries 0.234; number 14, H, carries 0.214; number 15, H, carries 0.219; number 16, H, carries 0.251



# 4
The following is a DFT calculation (wB97M-V/def2-TZVPD) of a 2-piece molecular cluster, C3H9N2O2 overall at a distorted geometry.

Element x y z (Å)
C -0.882 -0.333 -0.321
C 2.215 -0.323 0.586
C 1.386 0.413 -0.382
N -1.321 -1.546 -0.474
N -1.691 0.653 -0.048
O 1.124 1.670 -0.394
O -3.080 0.432 0.387
H 2.591 0.177 1.538
H 1.704 -1.179 0.942
H 3.026 -0.874 0.043
H 1.558 0.055 -1.319
H -0.728 -2.214 -0.957
H -2.291 -1.789 -0.317
H -1.201 1.547 0.132
H 1.339 2.163 0.375
H -3.748 1.149 0.209

Values from the calculation:
Multiplicity: 1
Molecular weight: 105.1 g/mol
Gap between HOMO and LUMO: 9.78 eV
Total charge: +1
Highest occupied orbital energy: -13.93 eV
Energy relative to the best compared isomer or geometry (same formula, charge and spin): 124.1 kcal per mole

Partial charges, natural (NBO), in e: number 1, C, carries 0.304; number 2, C, carries -0.755; number 3, C, carries 0.432; number 4, N, carries -0.774; number 5, N, carries -0.309; number 6, O, carries -0.603; number 7, O, carries -0.574; number 8, H, carries 0.263; number 9, H, carries 0.282; number 10, H, carries 0.278; number 11, H, carries 0.186; number 12, H, carries 0.419; number 13, H, carries 0.421; number 14, H, carries 0.404; number 15, H, carries 0.510; number 16, H, carries 0.515